C30H46BrMnN3P2 | ωB97M-V/def2-TZVPD

Each line ends with the Löwdin charge.
Atoms and positions in Å:
C (4.253, -5.529, 2.270)  0.0393
C (4.160, -5.043, 0.926)  -0.2038
C (4.976, -5.634, -0.071)  -0.0048
C (5.864, -6.641, 0.299)  -0.0976
N (5.944, -7.062, 1.554)  0.0955
C (5.179, -6.554, 2.520)  -0.0888
C (3.400, -3.945, 0.472)  0.1066
C (2.796, -2.856, 0.426)  -0.0916
C (2.450, -1.503, 0.899)  -0.3380
C (1.117, -1.179, 1.172)  0.0089
C (0.765, 0.156, 1.182)  -0.1027
C (1.763, 1.146, 1.233)  -0.6536
C (3.131, 0.807, 1.144)  -0.0679
C (3.472, -0.520, 0.885)  -0.0784
Mn (3.010, -1.711, -1.299)  1.2298
P (-2.460, 0.416, -0.479)  0.9466
H (4.948, -5.283, -1.103)  0.1149
H (3.670, -5.133, 3.100)  0.1241
H (6.502, -7.088, -0.463)  0.1263
H (5.299, -6.962, 3.530)  0.1303
H (4.473, -0.914, 0.667)  0.1352
H (0.395, -1.988, 1.223)  0.1365
H (3.891, 1.587, 1.115)  0.1301
H (-0.264, 0.483, 1.142)  0.0170
C (-3.558, 1.747, -1.159)  -0.4183
C (-4.513, 1.433, -2.306)  -0.1451
H (-2.870, 2.556, -1.453)  0.0512
H (-4.126, 2.119, -0.291)  0.0753
H (-5.127, 2.324, -2.489)  0.0836
H (-3.986, 1.202, -3.241)  0.0599
H (-5.202, 0.612, -2.074)  0.0612
C (-2.274, -0.816, -1.852)  -0.4215
C (-2.277, -2.295, -1.472)  -0.1506
H (-1.280, -0.588, -2.262)  0.0168
H (-3.011, -0.602, -2.639)  0.0736
H (-1.815, -2.855, -2.298)  0.0733
H (-1.682, -2.485, -0.570)  0.0522
H (-3.286, -2.699, -1.330)  0.0696
C (-3.605, -0.446, 0.662)  -0.4327
C (-4.941, -0.918, 0.107)  -0.1438
H (-3.772, 0.237, 1.505)  0.0492
H (-3.037, -1.297, 1.061)  0.0676
H (-5.359, -1.655, 0.803)  0.0820
H (-5.663, -0.098, 0.023)  0.0753
H (-4.857, -1.409, -0.870)  0.0576
Br (1.228, 2.898, 1.280)  0.9975
P (1.381, 2.259, -3.222)  1.0364
C (-0.338, 1.657, -3.388)  -0.4294
C (-0.945, 2.094, -4.720)  -0.1432
H (-0.920, 2.052, -2.540)  0.0485
H (-0.274, 0.567, -3.318)  0.0445
H (-1.808, 1.468, -4.972)  0.0719
H (-1.279, 3.137, -4.680)  0.0820
H (-0.214, 2.010, -5.535)  0.0666
C (1.093, 3.563, -1.977)  -0.4602
C (2.017, 4.756, -2.166)  -0.1553
H (1.277, 3.066, -1.010)  -0.0555
H (0.038, 3.875, -1.984)  0.0905
H (1.737, 5.569, -1.492)  0.0780
H (3.049, 4.476, -1.943)  0.0694
H (1.986, 5.137, -3.191)  0.0737
C (2.325, 0.888, -2.416)  -0.4636
C (3.234, 0.389, -3.543)  -0.2027
H (1.598, 0.142, -2.015)  0.0492
H (2.912, 1.341, -1.597)  0.0742
H (4.076, -0.205, -3.171)  0.0466
H (2.677, -0.223, -4.261)  0.0852
H (3.624, 1.251, -4.104)  0.0786
C (-4.531, 1.952, 4.616)  -0.0224
C (-3.090, 1.820, 4.325)  -0.3007
C (-1.993, 1.514, 5.127)  0.0222
C (-0.864, 1.513, 4.264)  -0.3579
N (-1.254, 1.737, 2.998)  0.0371
N (-2.587, 1.946, 3.077)  0.0040
C (0.535, 1.264, 4.639)  -0.0486
H (-4.986, 0.986, 4.887)  0.0924
H (-4.698, 2.626, 5.468)  0.0935
H (-5.082, 2.347, 3.753)  0.0818
H (-2.008, 1.276, 6.175)  0.1115
H (-3.110, 2.175, 2.240)  0.1361
H (0.667, 1.325, 5.724)  0.0897
H (0.820, 0.255, 4.318)  0.0736
H (1.210, 1.981, 4.158)  0.0542

Results
E_LUMO (spin up / spin down) (eV): -8.4 / -8.7
Net charge: +2
2S+1: 6
Kohn-Sham gap (spin up / spin down) (eV): 4.3 / 3.9

C30H46DyO2P2 | ωB97M-V/def2-TZVPD

Each line ends with the Löwdin charge.
Atoms and positions in Å:
Dy (-0.025, 0.292, 0.591)  1.3276
C (-1.010, 1.179, -1.726)  -0.3109
C (-1.181, -0.222, -1.919)  -0.2837
C (-2.427, 0.376, -0.055)  -0.2982
C (-1.791, 1.577, -0.587)  -0.3011
C (-2.019, -0.725, -0.883)  -0.3083
C (-0.228, 2.099, -2.594)  -0.0402
H (0.539, 1.578, -3.168)  0.0639
H (0.279, 2.882, -2.021)  0.0711
H (-0.883, 2.610, -3.310)  0.1013
C (-1.692, 2.902, 0.070)  -0.0484
H (-0.899, 3.549, -0.314)  0.0894
H (-1.428, 2.802, 1.129)  0.0456
H (-2.646, 3.425, 0.045)  0.1009
C (-3.118, 0.226, 1.248)  -0.0433
H (-4.159, 0.542, 1.196)  0.1051
H (-2.654, 0.859, 2.002)  0.0318
H (-3.044, -0.771, 1.699)  0.0920
C (-2.472, -2.131, -0.720)  -0.0384
H (-3.480, -2.267, -1.129)  0.1010
H (-2.519, -2.435, 0.331)  0.0714
H (-1.816, -2.840, -1.227)  0.0659
C (-0.711, -0.994, -3.094)  -0.0331
H (-1.477, -1.042, -3.881)  0.1027
H (-0.461, -2.026, -2.839)  0.0638
H (0.177, -0.551, -3.548)  0.0666
C (7.113, -1.226, -0.211)  -0.1119
C (6.811, -1.222, -1.506)  -0.1373
C (6.943, -2.343, -2.499)  -0.1848
C (7.016, -3.770, -1.912)  -0.1952
C (5.813, -4.123, -1.081)  -0.1072
C (5.589, -3.888, 0.209)  -0.1407
C (6.506, -3.239, 1.208)  -0.1898
C (7.634, -2.357, 0.631)  -0.1951
H (7.820, -2.194, -3.150)  0.1225
H (7.971, -3.924, -1.396)  0.1024
H (6.072, -2.294, -3.171)  0.1083
H (8.387, -2.975, 0.127)  0.1030
H (7.032, -0.285, 0.358)  0.1057
H (6.519, -0.271, -1.978)  0.0984
H (8.143, -1.900, 1.497)  0.1150
H (5.885, -2.613, 1.869)  0.1029
H (4.675, -4.294, 0.669)  0.0919
H (6.967, -3.993, 1.869)  0.1222
H (7.020, -4.457, -2.775)  0.1149
H (5.059, -4.683, -1.658)  0.1070
P (2.449, 0.330, -0.350)  0.7159
C (3.227, 1.824, 0.319)  -0.2518
C (3.166, -0.044, -1.947)  -0.2419
P (1.161, -2.082, 0.716)  0.7153
C (2.835, -1.143, 0.815)  -0.4176
C (1.367, -3.421, -0.457)  -0.2459
C (0.787, -2.768, 2.352)  -0.2548
H (2.695, 2.162, 1.231)  0.0559
H (3.121, 2.627, -0.435)  0.0626
H (4.288, 1.622, 0.540)  0.0583
H (4.224, -0.358, -1.847)  0.0345
H (3.079, 0.862, -2.577)  0.0654
H (2.578, -0.836, -2.446)  0.0486
H (1.635, -3.383, 2.698)  0.0613
H (-0.132, -3.376, 2.259)  0.0613
H (0.570, -1.958, 3.075)  0.0567
H (2.985, -0.766, 1.851)  0.0704
H (3.694, -1.754, 0.463)  0.0435
H (0.466, -4.063, -0.401)  0.0644
H (2.283, -3.998, -0.228)  0.0500
H (1.413, -3.021, -1.487)  0.0457
O (0.160, 1.712, 4.380)  0.0394
C (-0.720, 1.821, 3.506)  -0.4985
O (-0.606, 1.295, 2.304)  -0.2951
C (-2.011, 2.577, 3.828)  -0.1148
C (-2.050, 2.932, 5.171)  -0.0295
C (-3.127, 3.610, 5.707)  -0.0642
C (-4.220, 3.970, 4.914)  -0.0578
C (-4.186, 3.630, 3.550)  -0.0624
C (-3.097, 2.948, 3.014)  -0.0491
H (-1.195, 2.656, 5.775)  0.1173
H (-3.101, 3.854, 6.763)  0.1075
H (-5.070, 4.495, 5.341)  0.1071
H (-5.021, 3.900, 2.907)  0.1075
H (-3.140, 2.718, 1.949)  0.0684

Results
E_LUMO (spin up / spin down) (eV): -3.9 / -2.8
Net charge: +1
2S+1: 6
Kohn-Sham gap (spin up / spin down) (eV): 6.8 / 8.0

| no. | calculated total energy (a.u.) |
| --- | --- |
| 1 | -5741.93999 |
| 2 | -2888.70620 |